Entry 1:
Formula: C35H38Br2N2O10P
Source: OMol25
Level of theory: ωB97M-V with the def2-TZVPD basis set

Structure (XYZ):
```
88
Properties=species:S:1:pos:R:3:forces:R:3
C 5.57788 -2.22207 -0.03117 -0.2 0.3 0.0
C 4.44573 -1.55518 -0.81692 0.1 -0.5 0.0
O 3.71243 -0.68331 0.03545 0.1 0.2 0.0
C 3.25171 0.51028 -0.54593 -0.1 0.1 -0.2
C 1.83235 0.33506 -1.09060 0.2 -0.4 0.2
O 1.03706 1.53442 -0.84218 0.0 -0.2 -0.1
C -0.02308 1.29013 -0.07945 -0.1 0.0 -0.1
N -1.07149 0.72838 -0.69889 -0.1 0.0 0.2
C -2.24012 0.39127 -0.10664 -0.2 0.1 0.0
C -3.25856 -0.15634 -1.06065 0.3 0.1 -0.3
C -2.90903 -1.57769 -1.56234 0.1 -0.1 -0.1
N -3.89610 -2.16112 -2.45773 -0.2 0.4 0.3
C -2.39035 0.60939 1.26145 0.5 -0.6 0.2
P -4.05533 0.27880 1.99150 -1.0 0.8 -0.2
C -3.99163 0.08460 3.80558 0.4 -0.4 0.0
C -4.55940 -1.42214 1.47980 0.7 -0.1 0.0
C -1.29339 1.20622 1.92832 0.3 -0.1 -0.2
C -1.40014 1.58264 3.38576 0.0 0.2 0.2
O -1.62685 2.72058 3.67095 -0.2 -0.1 0.1
O -1.25793 0.62100 4.30076 0.4 0.1 -0.1
C -0.10003 1.56821 1.27754 -0.2 -0.1 -0.1
C 1.07266 2.24826 1.88898 0.1 0.3 0.1
Br 1.40690 3.95266 1.14133 -0.1 0.1 0.0
C 1.85552 1.72466 2.83374 -0.2 -0.3 -0.3
C 1.63309 0.37385 3.42491 0.1 0.3 0.4
Br 3.35956 2.61931 3.49167 0.1 0.1 0.1
H 5.36675 -3.26971 0.16981 0.1 0.0 0.0
H 6.52361 -2.13588 -0.56093 0.0 -0.1 0.0
H 5.67600 -1.70526 0.92277 0.1 0.0 0.0
H 4.84333 -1.01142 -1.67711 0.0 0.2 0.0
H 3.77786 -2.33400 -1.20246 -0.1 0.1 -0.1
H 3.23846 1.27972 0.22752 -0.1 0.0 0.0
H 3.91565 0.85096 -1.34471 0.1 0.0 0.1
H 1.79437 0.10463 -2.15331 0.0 0.2 -0.1
H 1.38570 -0.50582 -0.55484 0.0 0.0 0.0
H -0.96604 0.56025 -1.69511 0.0 0.0 0.0
H -4.26608 -0.07661 -0.66339 0.0 -0.1 0.1
H -3.23143 0.48977 -1.94527 -0.1 0.1 0.0
H -1.95742 -1.52342 -2.09911 0.0 0.0 0.0
H -2.73576 -2.25678 -0.72747 -0.1 0.0 0.0
H -4.13055 -1.48560 -3.17945 0.1 -0.2 -0.2
H -4.76418 -2.29957 -1.94858 0.0 -0.2 0.0
H -3.95591 1.04563 4.31122 0.0 0.0 0.0
H -4.93269 -0.41081 4.04503 -0.1 0.2 0.0
H -3.19501 -0.56704 4.15751 -0.1 0.0 0.1
H -5.38456 -1.35250 0.77685 -0.1 -0.1 0.0
H -4.86704 -1.97669 2.36382 -0.1 0.0 0.0
H -3.73951 -1.97792 1.02799 -0.1 -0.1 0.0
H -0.88177 -0.19489 3.92017 -0.1 -0.1 0.0
H 2.56826 -0.17983 3.50073 0.0 -0.1 -0.3
H 0.87752 -0.17504 2.87053 0.3 -0.1 0.0
H 1.28542 0.51383 4.45111 0.0 -0.1 0.0
C 1.51800 -4.52531 4.86170 0.0 0.0 0.0
C 1.08410 -3.29893 4.58250 0.0 0.0 0.0
C 0.12455 -3.06433 3.48417 0.1 0.0 0.1
O -0.26917 -1.93630 3.22430 -0.4 -0.1 0.0
C -0.34379 -4.22657 2.70201 0.0 0.0 0.0
C 0.08499 -5.45543 2.97689 0.0 0.0 0.0
C 1.05223 -5.70357 4.08106 0.0 0.0 0.0
O 1.44277 -6.81773 4.33209 0.0 0.0 0.0
H 2.22093 -4.72736 5.65960 0.0 0.0 0.0
H 1.40761 -2.42762 5.13818 0.0 0.0 0.0
H -1.04691 -4.01950 1.90515 0.0 0.0 0.0
H -0.24172 -6.32560 2.42219 0.0 0.0 0.0
C -1.52541 8.02042 -2.80048 0.0 0.0 0.0
C -0.31476 7.90645 -2.26078 0.0 0.0 0.0
C -0.08379 7.06289 -1.06202 0.0 0.0 0.0
O 1.01859 6.95339 -0.56891 0.0 -0.1 0.0
C -1.25434 6.35304 -0.48436 0.0 0.0 0.0
C -2.46468 6.46786 -1.02323 0.0 0.0 0.0
C -2.69637 7.30869 -2.22662 0.0 0.0 0.0
O -3.79794 7.40577 -2.71927 0.0 0.0 0.0
H -1.71893 8.62863 -3.67477 0.0 0.0 0.0
H 0.55284 8.41440 -2.66207 0.0 0.0 0.0
H -1.06041 5.74787 0.39277 0.0 0.0 0.0
H -3.33380 5.96376 -0.61940 0.0 0.0 0.0
C 2.10623 -2.72220 -4.09203 0.0 0.0 0.0
C 2.96917 -3.11544 -5.02447 0.0 0.0 0.0
C 2.78770 -2.73264 -6.45127 0.0 0.0 0.0
O 3.57052 -3.09019 -7.29861 0.0 0.0 0.0
C 1.60637 -1.89518 -6.79001 0.0 0.0 0.0
C 0.74629 -1.50432 -5.85337 0.0 0.0 0.0
C 0.93301 -1.88605 -4.43534 0.0 -0.1 -0.1
O 0.14850 -1.52453 -3.57571 0.0 0.2 0.2
H 2.21426 -2.99093 -3.04853 0.0 0.0 0.0
H 3.83408 -3.72669 -4.80001 0.0 0.0 0.0
H 1.49341 -1.62891 -7.83303 0.0 0.0 0.0
H -0.12055 -0.89570 -6.07685 0.0 0.0 0.0
```
Forces are in eV/Å.

LUMO   -4.3 eV
Frontier orbital gap   6.95 eV
Electronic energy   -7707.431109 a.u.
Molecular weight   837.5 g mol⁻¹
Max |F|   0.026 hartree/bohr
Charge   +1

***

Entry 2:
Formula: C35H39CdN2O7S4Sb2
Source: OMol25
Level of theory: ωB97M-V with the def2-TZVPD basis set

Structure (XYZ):
```
90
Properties=species:S:1:pos:R:3:forces:R:3
Cd -1.10811 1.21548 -1.76528 0.3 0.3 -0.3
O -4.80641 4.19288 3.53082 -0.7 -0.1 0.0
C -3.57411 4.26348 3.52512 0.4 -0.4 -0.8
O -2.79181 4.78008 4.32952 0.5 0.3 0.4
C -2.88661 3.60008 2.27752 -0.2 0.2 0.2
C -1.70121 4.11278 1.76122 0.0 -0.2 0.0
C -1.13811 3.52398 0.64382 0.2 0.3 0.0
N -1.68761 2.48308 0.02582 -0.2 -0.1 0.1
C -2.82451 1.97708 0.50732 0.0 0.1 0.4
C -3.44391 2.50208 1.63492 0.0 -0.1 -0.2
C -3.35961 0.75098 -0.20438 -0.9 -0.3 0.8
O -3.88001 -0.13172 0.50222 -0.6 0.7 0.3
O -3.22031 0.65268 -1.45118 0.0 0.2 -0.7
H -1.23911 4.95808 2.24712 0.1 0.0 0.1
H -0.21631 3.89898 0.20632 0.0 0.0 0.0
H -4.36341 2.07038 1.99932 -0.1 0.0 0.0
S 2.74789 3.23708 -4.04878 0.0 -0.1 -0.3
Sb 1.00809 1.73398 -4.27758 -0.3 0.4 1.1
S 1.05099 0.24108 -2.37398 0.5 0.0 -0.9
S -1.02401 2.86728 -3.65438 0.3 0.0 -0.8
C 1.76749 3.06118 3.08592 0.0 0.0 0.0
C 2.81209 2.00988 3.31782 -0.1 0.2 0.0
C 3.77679 2.20688 4.29942 0.1 0.1 0.1
C 4.76299 1.26568 4.53342 0.1 0.1 0.1
C 4.78559 0.10048 3.78962 0.2 -0.1 0.1
C 3.83029 -0.09492 2.80912 0.2 -0.2 0.0
C 2.84849 0.84708 2.55462 -0.4 0.0 -0.3
Sb 1.45279 0.42058 0.89592 0.7 0.0 0.5
C 1.07909 -1.49072 1.91642 0.2 0.3 -0.5
C 1.52269 -2.72442 1.47092 0.1 -0.1 -0.2
C 1.31689 -3.88582 2.20182 0.0 -0.2 0.0
C 0.62329 -3.82742 3.39542 0.0 -0.1 0.0
C 0.10839 -2.61252 3.81302 0.1 0.0 0.1
C 0.31549 -1.44572 3.08662 0.0 -0.1 0.2
C -0.33891 -0.18462 3.54892 0.0 0.1 0.0
C 3.26509 0.17848 -0.33628 -0.4 -0.2 0.3
C 3.76909 -1.02232 -0.80508 0.0 -0.2 0.2
C 4.86789 -1.06792 -1.64738 0.1 -0.2 -0.1
C 5.47219 0.10588 -2.05458 0.1 0.0 -0.1
C 4.94889 1.31358 -1.62988 0.0 0.0 0.0
C 3.85229 1.36608 -0.78028 0.1 0.0 0.1
C 3.28299 2.69768 -0.40378 0.0 0.0 0.0
H 1.76739 3.79088 3.89292 -0.1 0.1 0.0
H 0.77209 2.62458 3.01572 -0.1 0.1 0.0
H 1.95979 3.58598 2.15032 -0.1 0.1 -0.1
H 3.76669 3.11898 4.88302 -0.1 0.1 0.0
H 5.50819 1.44208 5.29862 0.0 0.0 0.0
H 5.55169 -0.64392 3.96902 0.0 0.0 0.0
H 3.85799 -1.00032 2.21642 0.0 -0.1 0.0
H 2.01149 -2.80332 0.51122 0.1 0.0 0.0
H 1.69829 -4.83192 1.83532 0.0 0.0 0.0
H 0.46569 -4.71972 3.98912 0.0 0.0 0.0
H -0.48071 -2.56822 4.71932 -0.1 0.0 0.1
H -1.02201 -0.38652 4.37242 0.0 0.1 0.0
H -0.90251 0.25968 2.72692 -0.1 0.1 0.0
H 0.41019 0.52958 3.88732 0.0 0.2 0.0
H 3.28519 -1.95362 -0.55288 0.0 0.0 0.0
H 5.23089 -2.02272 -2.00828 0.0 0.0 0.0
H 6.32369 0.08508 -2.72388 0.0 0.0 0.0
H 5.37169 2.23958 -1.99368 0.0 0.1 0.0
H 3.70529 3.48158 -1.02788 0.0 0.1 0.0
H 3.47719 2.91238 0.64902 0.0 0.1 0.0
H 2.20299 2.69288 -0.57148 -0.1 0.1 0.0
C -2.51671 -2.41852 1.39502 -0.1 0.4 -0.5
S -2.17821 -1.68012 -0.24648 0.3 -3.2 0.1
C -1.18221 -3.14262 -0.83368 -0.4 0.7 0.2
O -1.11501 -0.68092 -0.00108 0.6 1.0 0.2
H -1.57711 -2.65222 1.88112 0.1 -0.1 -0.1
H -3.13161 -3.30152 1.25762 -0.1 -0.2 -0.1
H -3.06481 -1.66672 1.95122 -0.1 0.1 0.0
H -1.83621 -3.97482 -1.07898 -0.2 -0.1 0.0
H -0.46741 -3.42262 -0.07108 0.1 0.0 0.2
H -0.65301 -2.79822 -1.71518 0.1 0.1 -0.2
O -0.54161 -0.80002 -5.55928 0.1 0.1 0.1
C -1.44521 -1.17372 -4.86158 -0.5 -0.6 -0.4
O -1.55921 -0.91002 -3.57088 0.0 0.3 0.3
C -2.63431 -1.98262 -5.39798 0.4 0.2 0.0
N -3.20891 -2.77412 -4.30838 -0.2 -0.5 -0.2
C -4.63801 -2.47072 -4.19818 -0.3 0.2 0.1
C -5.01471 -1.78022 -5.50938 0.1 -0.1 0.2
C -3.74181 -1.00162 -5.82558 -0.1 -0.2 0.0
H -2.30911 -2.59292 -6.25068 0.1 0.1 0.2
H -2.35801 -1.34542 -3.20588 0.2 -0.1 -0.2
H -3.03771 -3.76432 -4.42348 0.0 0.2 0.0
H -4.77391 -1.77952 -3.36208 -0.2 0.0 0.0
H -5.22101 -3.37202 -3.99788 0.0 0.0 0.0
H -5.88911 -1.14412 -5.40928 -0.1 0.1 0.0
H -5.20161 -2.52662 -6.28538 0.0 0.0 0.0
H -3.68111 -0.09822 -5.21598 -0.1 0.1 0.0
H -3.64741 -0.72522 -6.87258 0.0 0.1 0.0
```
Forces are in eV/Å.

LUMO (alpha / beta)   3.6 / 3.0 eV
Frontier orbital gap (alpha / beta)   6.11 / 5.77 eV
Electronic energy   -4234.459613 a.u.
Molecular weight   1083.9 g mol⁻¹
Max |F|   0.063 hartree/bohr
Charge   -2
<S²>   0.764
2S+1   2

***

Entry 3:
Formula: C35H39ClF3O8P
Source: OMol25
Level of theory: ωB97M-V with the def2-TZVPD basis set

Structure (XYZ):
```
87
Properties=species:S:1:pos:R:3:forces:R:3
C 3.25031 -2.95666 0.97444 0.5 -0.6 -0.4
C 2.94890 -2.42563 -0.49631 -0.1 -0.2 0.2
C 2.36631 -0.97786 -0.53315 -0.4 1.4 -0.2
C 0.90158 -0.75455 -0.54072 0.5 1.2 -0.1
C -0.10501 -1.96263 -0.47078 1.1 0.0 -0.6
O -0.31737 -2.40814 0.89998 -1.0 1.1 -0.3
C -1.25848 -1.59918 1.52983 -2.6 2.3 1.9
C -2.71344 -1.81046 1.40945 0.3 1.2 0.8
C -3.68399 -0.91160 2.05211 1.9 1.1 0.5
C -3.26139 0.26416 2.83922 1.8 -2.2 -1.4
C -1.81609 0.46226 2.97837 -0.9 -1.0 -0.8
C -0.85788 -0.42963 2.34131 -0.9 -0.9 -0.5
C 0.34140 0.60468 -0.61037 2.0 0.5 0.3
C -1.17578 0.95716 -0.66629 0.2 -0.2 -1.2
C -1.55413 1.12817 -2.21608 -1.7 -0.2 0.7
C -2.75830 2.12030 -2.35788 1.3 -0.1 -1.3
F -3.89331 1.94357 -1.60115 1.6 0.5 -0.2
C -2.64578 3.15465 -3.22613 -0.9 -1.0 1.7
F -1.80670 3.04282 -4.29336 -1.0 1.5 1.5
F -3.36889 4.29610 -2.99859 1.1 -1.3 -1.7
C 1.29205 1.74210 -0.62927 0.6 -1.4 0.2
C 2.75932 1.52577 -0.58857 -1.5 -0.8 0.1
C 3.30667 0.17322 -0.55329 -1.3 0.0 -0.4
C 4.85798 -0.05931 -0.51074 -0.1 0.5 0.3
C 5.41670 -0.09651 0.99586 1.0 -0.4 -1.1
C 6.67206 0.85484 1.15836 -0.8 0.7 0.7
Cl 8.26545 -0.02391 1.11884 -0.7 0.3 -0.1
C 3.63451 2.82776 -0.56485 -1.1 0.0 0.5
O 4.65205 2.97615 -1.20211 -0.5 -0.2 0.4
C 3.04726 3.97330 0.33680 -0.8 1.1 1.1
C 3.88968 4.81528 1.20631 -2.5 -0.1 -0.6
C 5.44794 4.64874 1.25376 -0.6 -0.1 0.7
O 6.17931 5.70358 0.61774 -0.9 -0.2 -0.3
C 5.50977 6.23857 -0.52790 -0.1 0.9 -1.0
C 3.16955 5.81564 2.02013 -0.4 -0.9 -0.7
C 1.72696 5.99757 2.00800 0.5 -1.6 -1.5
C 0.90404 5.18228 1.11516 2.3 -0.8 -0.3
C 1.58082 4.18418 0.30011 1.0 0.1 0.6
C 0.78518 3.22663 -0.65461 1.2 -0.2 0.7
O -0.10879 3.62693 -1.36233 0.3 -0.3 0.5
H 2.75917 -3.96161 1.10848 0.3 1.2 0.1
H 2.95950 -2.24424 1.78697 0.1 -0.7 -0.8
H 4.35694 -3.16529 1.05525 -1.1 0.4 0.1
H 3.91291 -2.51771 -1.07052 -1.1 0.4 0.4
H 2.25492 -3.16438 -0.98962 0.6 1.0 0.5
H 0.34555 -2.84113 -0.99717 -0.5 0.8 0.5
H -1.07311 -1.73789 -0.99536 0.8 -0.1 0.7
H -3.14182 -2.64787 0.81073 0.6 0.7 0.5
H -4.78803 -1.05459 1.94376 1.3 -0.2 -0.1
H -4.02619 0.94379 3.28594 0.9 -0.7 -0.4
H -1.45083 1.34337 3.56683 -0.3 -1.0 -0.7
H 0.24388 -0.25045 2.43370 -1.2 -0.1 0.0
H -1.85388 0.16571 -0.26822 0.8 0.7 0.0
H -1.37519 1.91885 -0.13385 0.2 -0.9 -0.3
H -1.89758 0.11966 -2.58154 0.7 0.9 0.1
H -0.68248 1.53467 -2.77739 -0.9 -0.4 0.3
H 5.41828 0.77535 -1.01410 -1.0 -0.8 0.3
H 5.15725 -0.98800 -1.07287 -0.5 0.9 0.7
H 4.63405 0.17694 1.74679 0.6 -0.3 -0.7
H 5.79677 -1.14900 1.13479 -0.6 1.1 0.4
H 6.70758 1.67436 0.38959 0.0 -1.0 0.6
H 6.61899 1.38293 2.15287 0.2 -0.7 -0.9
H 5.75417 3.65288 0.82888 -0.5 1.0 0.3
H 5.73313 4.66620 2.33981 -0.1 0.0 -1.0
H 6.24909 6.83609 -1.13258 -0.5 -0.7 0.8
H 5.07646 5.46062 -1.20917 0.4 0.5 0.7
H 4.69206 6.96980 -0.25124 0.7 -0.9 -0.1
H 3.77679 6.45137 2.70741 -0.6 -0.6 -0.7
H 1.21223 6.74006 2.65634 0.7 -0.6 -0.5
H -0.20714 5.23366 1.03072 1.1 0.2 0.2
C -8.21725 -3.46068 -1.46743 -0.2 0.3 -0.2
O -7.85133 -4.83268 -1.58865 -1.4 -1.2 2.7
P -6.62857 -5.40243 -0.55515 6.7 1.7 -6.4
O -5.66972 -4.28317 -0.90250 -0.9 0.4 1.2
O -6.39430 -6.67425 -1.55318 -0.5 -0.3 1.0
C -6.32081 -6.44832 -2.95618 -0.4 -0.1 -0.5
O -5.51703 -6.06865 0.54715 -3.5 -0.3 1.3
C -5.98707 -7.19933 1.29392 0.1 -0.4 0.2
H -9.19049 -3.32580 -1.94095 0.0 -0.2 0.1
H -8.28438 -3.16382 -0.42154 0.0 0.2 -0.1
H -7.49130 -2.83754 -1.99012 0.1 -0.1 0.2
H -5.94475 -5.45196 -3.19342 0.0 0.0 0.2
H -7.30892 -6.58609 -3.39873 0.1 0.1 -0.1
H -5.64339 -7.18842 -3.38551 0.0 0.0 0.3
H -6.21777 -8.03219 0.62573 0.0 0.0 0.0
H -6.87562 -6.93003 1.86857 0.1 -0.2 0.1
H -5.20120 -7.50924 1.98143 0.0 0.1 -0.1
```
Forces are in eV/Å.

LUMO   -2.3 eV
Frontier orbital gap   6.53 eV
SMILES   CCc1c(COc2ccccc2)c(CCC(F)=C(F)F)c2c(c1CCCCl)C(=O)c1c(COC)cccc1C2=O.COP(=O)(OC)OC
Electronic energy   -3059.869618 a.u.
Molecular weight   711.1 g mol⁻¹
Max |F|   0.183 hartree/bohr